(1)
This record from the Open Molecules 2025 dataset describes a structure of composition C43H63BrGeNO6PReSSi in a non-equilibrium geometry. The level of theory is ωB97M-V/def2-TZVPD.

Values from the calculation:
**HOMO**: -15.860 eV
**Largest force on an atom**: 2.68 eV/A
**Total charge**: +3
**E_tot**: -7939.991362 Eh
**Gap between HOMO and LUMO**: 5.84 eV

Geometry (Å):
Re: 12.2639 14.1451 15.1457
Br: 13.6215 15.7722 17.0252
Ge: 11.7041 10.7994 17.0011
S: 11.1973 13.6973 13.2288
P: 14.5261 13.2310 14.6876
Si: 11.2422 15.7945 12.4231
O: 14.9447 12.5642 16.0303
O: 12.3493 16.4048 13.5135
O: 14.3807 12.0763 13.6939
O: 11.8090 15.7884 10.9586
O: 15.6099 14.1950 14.1481
O: 9.8018 16.3001 12.8871
N: 11.0157 15.3091 16.5697
C: 13.8345 10.4452 18.9756
C: 13.1747 18.5223 14.3968
C: 11.7977 16.0935 17.3278
C: 8.9168 10.3200 16.3972
C: 17.2621 14.8901 12.4780
C: 8.4637 16.8130 12.6408
C: 12.9471 12.7006 18.8236
C: 12.5429 7.0408 14.2782
C: 12.2606 9.2840 15.9126
C: 12.1151 12.5482 15.8882
C: 7.4526 15.9867 13.4434
C: 16.2297 10.3898 16.0071
C: 14.8071 12.2088 20.3363
C: 14.7301 10.8782 19.9470
C: 11.8907 8.1893 13.8114
C: 14.5483 17.1288 12.7806
C: 7.5370 10.4230 16.5511
C: 13.3751 15.5756 9.1952
C: 14.9812 10.8908 11.6278
C: 8.1775 16.7101 11.1396
C: 12.5973 18.3999 11.9403
C: 8.5407 18.2746 13.1666
C: 9.9935 16.8760 18.6038
C: 11.0067 16.2941 8.6754
C: 11.4029 16.8641 18.3716
C: 11.7614 9.3158 14.6224
C: 13.8826 13.0817 19.7730
C: 9.1401 16.1481 17.7610
C: 11.8901 15.3579 9.5166
C: 7.8833 11.9427 18.3684
C: 16.0930 11.7679 16.6375
C: 9.7094 15.3374 16.8142
C: 13.1520 17.6672 13.1227
C: 13.9528 11.9097 12.3024
C: 12.9020 11.3400 18.4268
C: 11.5580 13.9110 9.3423
C: 9.7699 11.0486 17.2197
C: 7.0010 11.2462 17.5437
C: 16.9807 13.9841 13.6344
C: 9.2774 11.8721 18.2013
C: 12.8999 8.1375 16.4151
C: 13.0304 7.0342 15.5932
C: 7.6324 16.2309 17.8506
H: 9.8457 12.4444 18.9071
H: 12.6360 17.8187 11.0095
H: 18.3170 14.7234 12.2015
H: 9.1348 14.6098 16.2253
H: 13.9254 19.3074 14.2317
H: 13.4421 6.0626 16.0109
H: 11.1374 16.0611 7.6090
H: 14.9908 16.5949 13.6472
H: 14.0392 12.8682 11.8042
H: 9.6418 17.4916 19.4447
H: 10.0093 16.1868 8.9081
H: 15.7346 11.6734 17.6628
H: 12.0892 17.4663 19.0247
H: 13.8203 9.4208 18.6745
H: 7.1295 15.7805 16.9672
H: 14.0187 15.0151 9.8532
H: 7.2170 15.8076 18.7419
H: 15.5998 12.5038 20.9989
H: 8.4885 15.7080 10.8397
H: 12.2955 13.1787 9.7477
H: 17.0748 12.9691 13.3144
H: 14.6675 10.6884 10.6259
H: 15.3761 9.6434 16.2913
H: 10.5745 13.6697 9.7795
H: 13.6784 16.6622 9.3239
H: 17.0026 12.3641 16.5421
H: 15.2193 17.9180 12.4234
H: 6.4838 16.4943 13.4504
H: 11.5142 13.7352 8.2254
H: 5.9450 11.2164 17.8295
H: 17.6795 14.2073 14.3748
H: 7.5163 12.5994 19.1470
H: 11.5898 18.7560 12.0255
H: 7.3053 14.9741 13.0234
H: 14.9696 10.0100 12.2665
H: 13.6033 15.2834 8.1918
H: 11.4874 8.1165 12.8160
H: 17.1612 10.0636 16.5254
H: 7.3762 17.3377 17.8076
H: 7.1616 16.8935 10.8248
H: 15.4360 10.1549 20.3156
H: 13.1048 7.9252 17.4449
H: 13.8825 14.1217 20.0326
H: 12.2936 13.4113 18.3112
H: 7.7187 18.9334 12.9113
H: 14.4960 16.4648 11.8993
H: 13.4752 17.9863 15.2903
H: 8.8530 17.3842 10.6168
H: 16.3352 10.2906 14.9440
H: 8.6792 18.2367 14.3005
H: 11.3482 17.3009 8.8550
H: 13.2916 19.2870 11.7696
H: 15.9844 11.3619 11.6361
H: 12.5690 6.2100 13.6149
H: 12.2406 19.0233 14.5683
H: 11.3144 10.1970 14.1317
H: 6.9607 9.8447 15.8460
H: 16.7625 14.7565 11.5322
H: 7.7546 15.8540 14.4897
H: 17.0956 15.9659 12.7351
H: 9.2696 9.6470 15.5870
H: 9.3406 18.8266 12.6721
H: 12.9906 11.4242 12.3673

Forces on atoms 1 to 6 (eV/Å):
-0.502 -1.320 0.208
0.512 -0.429 -0.720
0.275 0.164 -0.024
0.644 -0.143 1.162
0.472 -0.375 0.870
0.031 0.617 0.957



(2)
This record from the Open Molecules 2025 dataset describes a structure of composition C43H63F5MgN2O3Te in a non-equilibrium geometry. The level of theory is ωB97M-V/def2-TZVPD.

Values from the calculation:
**Relative energy (zero: lowest compared OMol25 entry of this formula, charge and spin)**: 7.9 kJ/mol
**HOMO**: -2.099 eV
**Largest force on an atom**: 1.12 eV/A
**Total charge**: -2
**E_tot**: -2979.087506 Eh
**Gap between HOMO and LUMO**: 6.02 eV

Geometry (Å):
Te: -1.2012 0.7897 -2.3714
Mg: -1.3893 -0.7092 0.5745
F: -4.8543 3.0396 0.0844
F: -7.5202 3.1435 -0.0681
F: -4.9371 -1.0991 -2.2244
F: -8.9536 1.1492 -1.2636
F: -7.6027 -0.9635 -2.3353
O: -3.4549 0.8738 -0.9281
O: -0.6839 1.0800 0.7481
O: -0.8823 -2.2796 -0.3962
N: -0.7951 -0.5772 4.2333
N: 1.0454 -1.1378 1.4582
C: -1.9654 -1.2046 4.8110
C: -6.8729 2.0842 -0.5844
C: 1.2508 -0.9461 2.8969
C: 1.4044 -2.7930 -0.3996
C: 2.5717 3.2737 2.1128
C: -5.4973 2.0165 -0.5134
C: 0.3981 0.7084 -3.8375
C: 2.5725 -3.0669 -1.0838
C: -0.1952 0.3627 5.1592
C: 3.4282 5.4291 3.1367
C: -1.7588 3.9639 0.4270
C: -2.6769 1.0898 -3.8928
C: 1.7816 -0.1420 0.6375
C: -5.5396 -0.0489 -1.6529
C: -1.2495 3.7294 1.8628
C: -1.0829 -5.0379 -3.6305
C: 4.7684 4.2586 1.4078
C: -1.1963 5.0846 2.5755
C: 1.2716 3.7712 2.1994
C: 2.7135 1.9944 1.5793
C: -6.9129 0.0153 -1.7253
C: 2.5700 -3.3588 -2.4490
C: 1.6247 1.2655 1.1388
C: -1.2630 -2.6838 -4.4575
C: 0.3017 1.7827 1.2116
C: 4.7295 -4.6535 -2.6066
C: -2.4767 -3.3947 -2.4209
C: 0.1068 -3.2275 -2.3999
C: 3.7979 4.0531 2.5807
C: -4.7256 0.9346 -1.0213
C: -2.2604 2.8608 2.6340
C: 4.5256 3.2760 3.6899
C: 1.4292 -2.5069 1.0783
C: 1.3214 -3.4594 -3.0495
C: -3.1460 -1.3804 1.6013
C: -7.6049 1.0810 -1.1861
C: 0.1488 -1.5734 3.7547
C: 3.8835 -3.5209 -3.2142
C: 0.1377 3.0774 1.7830
C: 0.1383 -2.7442 -1.0573
C: -1.1694 -3.5610 -3.1991
C: 4.6837 -2.2093 -3.1441
C: 3.6452 -3.8510 -4.6885
H: 0.5958 -2.1227 4.6059
H: -3.5393 -0.7378 2.4099
H: 4.8346 2.2886 3.3394
H: 1.3844 -0.2177 -0.3790
H: -2.7017 -0.4418 5.0721
H: 0.7365 -3.1916 1.5774
H: -0.7611 4.9986 3.5772
H: 4.3323 5.9426 3.4796
H: 4.9833 -4.4425 -1.5649
H: 4.2746 4.7941 0.5924
H: -0.9032 -5.6739 -2.7591
H: 0.3215 -0.1483 5.9973
H: 5.6646 -4.7807 -3.1659
H: -2.3364 1.8619 2.2134
H: -2.4666 -3.9535 -1.4837
H: 2.8513 -0.3999 0.5861
H: -2.6619 -2.3551 -2.1759
H: 2.7440 5.3400 3.9855
H: -2.4224 -1.8707 4.0799
H: -2.0230 -5.3495 -4.0999
H: 2.2378 -1.3403 3.1939
H: 5.6379 -2.3048 -3.6789
H: -1.7216 -1.7841 5.7247
H: -3.3024 -3.7608 -3.0421
H: 5.1174 3.3004 1.0165
H: -1.0506 4.5929 -0.1241
H: 5.6441 4.8373 1.7270
H: -0.9764 0.9978 5.5786
H: 4.1739 -5.5951 -2.6341
H: 3.6997 1.5385 1.4960
H: -3.0397 -2.4013 2.0197
H: -3.3355 1.8944 -3.5664
H: 4.1109 -1.3920 -3.5913
H: -1.3372 -1.6360 -4.1632
H: 4.6066 -3.9363 -5.2041
H: -3.2521 3.3253 2.5875
H: -0.3882 -2.8019 -5.1070
H: 3.1138 -4.8012 -4.8008
H: 3.8666 3.1352 4.5518
H: -2.1584 -2.9463 -5.0341
H: -2.1771 1.3684 -4.8229
H: 5.4203 3.8191 4.0183
H: 0.4438 1.6331 -4.4171
H: -2.2168 5.4644 2.6807
H: 4.8958 -1.9362 -2.1074
H: -1.9638 2.7749 3.6876
H: -1.8733 3.0147 -0.0997
H: 1.2755 -3.7443 -4.0964
H: 1.2598 0.1192 3.0951
H: -0.4145 -2.2883 3.1505
H: 1.3395 0.5935 -3.2875
H: 3.5079 -3.0469 -0.5267
H: 3.0616 -3.0684 -5.1819
H: -0.6213 5.8244 2.0067
H: 2.4411 -2.7188 1.4628
H: -0.2714 -5.2100 -4.3455
H: 0.5213 1.0156 4.6560
H: -2.7348 4.4632 0.4455
H: 1.1323 4.7625 2.6125
H: -3.2646 0.1817 -4.0386
H: -3.9399 -1.4469 0.8369
H: 0.2918 -0.1450 -4.5139
H: 2.9513 6.0501 2.3722

Forces on atoms 1 to 6 (eV/Å):
0.222 0.434 -0.551
-0.364 -0.004 0.478
-0.005 0.045 0.045
-0.146 0.244 0.127
0.203 -0.385 -0.166
-0.188 0.009 -0.001